1.
{"formula": "C26H34N3", "method": "ωB97M-V with the def2-TZVPD basis set", "species": ["C", "N", "C", "C", "N", "C", "C", "C", "H", "H", "H", "H", "H", "H", "H", "H", "H", "H", "H", "H", "C", "C", "C", "C", "C", "N", "C", "C", "C", "C", "C", "C", "C", "C", "C", "C", "C", "C", "C", "C", "C", "H", "H", "H", "H", "H", "H", "H", "H", "H", "H", "H", "H", "H", "H", "H", "H", "H", "H", "H", "H", "H", "H"], "coordinates": [[-0.7472, -2.7783, 2.0765], [-1.6230, -1.8338, 1.4673], [-2.3807, -2.1315, 0.2841], [-3.2171, -0.8839, 0.0887], [-2.6895, 0.0252, 1.0693], [-3.2942, 1.2881, 1.3301], [-1.6740, -0.5101, 1.8210], [-0.8937, 0.1246, 2.7806], [-0.7601, -2.6538, 3.1592], [-1.0822, -3.7921, 1.8361], [0.2876, -2.6674, 1.7333], [-1.7214, -2.3007, -0.5814], [-2.9931, -3.0352, 0.4013], [-3.1069, -0.4681, -0.9229], [-4.2871, -1.0867, 0.2332], [-2.5562, 1.9699, 1.7497], [-3.6881, 1.7033, 0.3974], [-4.1368, 1.2157, 2.0335], [-1.2247, 1.0819, 3.1353], [-0.3551, -0.4958, 3.4738], [3.5187, 1.0161, -1.4919], [1.9983, 0.8336, -1.4765], [1.4779, 0.8200, -2.9201], [1.5998, -0.4719, -0.7938], [1.3655, 1.9740, -0.7069], [0.5686, 2.8743, -1.2880], [0.1467, 3.8529, -0.3942], [0.7074, 3.5574, 0.8553], [0.3693, 4.3547, 1.9492], [-0.4980, 5.4399, 1.7482], [-1.0797, 5.6803, 0.4862], [-0.7699, 4.8676, -0.6100], [1.4733, 2.3085, 0.6785], [2.1804, 1.6587, 1.6745], [2.5600, 2.1994, 2.9435], [3.1006, 3.5066, 3.1426], [3.3834, 3.9696, 4.4247], [3.1731, 3.1475, 5.5427], [3.3602, 3.6848, 6.9387], [2.7750, 1.8165, 5.3477], [2.5373, 1.3354, 4.0691], [3.9316, 1.0260, -0.4819], [3.9749, 0.1941, -2.0532], [3.7822, 1.9582, -1.9851], [0.3955, 0.6724, -2.9607], [1.7542, 1.7215, -3.4726], [1.9394, -0.0272, -3.4350], [0.5093, -0.5367, -0.7198], [1.9639, -1.3129, -1.3900], [2.0151, -0.5521, 0.2080], [0.2730, 2.8558, -2.2677], [0.7819, 4.1232, 2.9266], [-0.7303, 6.0968, 2.5896], [-1.7793, 6.5083, 0.3759], [-1.2157, 5.0017, -1.5955], [2.6302, 0.6973, 1.4258], [3.2998, 4.1446, 2.2780], [3.7406, 4.9933, 4.5752], [3.2496, 2.8631, 7.6552], [4.3573, 4.1318, 7.0585], [2.6113, 4.4568, 7.1770], [2.6312, 1.1703, 6.2171], [2.2647, 0.2912, 3.9093]], "nbo_charge": [-0.398, -0.427, -0.204, -0.204, -0.431, -0.397, 0.437, -0.741, 0.213, 0.214, 0.179, 0.174, 0.206, 0.184, 0.196, 0.212, 0.199, 0.195, 0.208, 0.207, -0.595, -0.104, -0.623, -0.590, 0.406, -0.484, 0.171, -0.102, -0.174, -0.200, -0.189, -0.229, -0.126, 0.064, -0.097, -0.160, -0.233, 0.056, -0.642, -0.218, -0.149, 0.215, 0.231, 0.222, 0.215, 0.215, 0.241, 0.222, 0.229, 0.209, 0.441, 0.236, 0.233, 0.234, 0.228, 0.215, 0.227, 0.231, 0.225, 0.236, 0.237, 0.229, 0.226], "e_lumo_ev": -4.40, "e_above_lowest_ev": 1.492, "homo_ev": -9.7, "charge": 1, "multiplicity": 1}

---

2.
{"formula": "C26H34N3Zn", "method": "ωB97M-V with the def2-TZVPD basis set", "species": ["Zn", "C", "C", "C", "C", "C", "C", "C", "C", "C", "C", "H", "H", "H", "H", "H", "H", "H", "H", "H", "H", "H", "H", "H", "H", "C", "N", "C", "C", "C", "C", "C", "C", "C", "N", "C", "C", "C", "C", "C", "C", "N", "C", "C", "H", "H", "H", "H", "H", "H", "H", "H", "H", "H", "H", "H", "H", "H", "H", "H", "H", "H", "H", "H"], "coordinates": [[-0.8132, -0.0640, -0.0276], [0.9050, 2.5907, 3.5115], [1.1363, 1.8618, 2.1756], [2.6281, 1.6938, 1.9094], [0.3767, 0.5539, 2.2353], [0.9895, -0.6733, 2.4855], [0.2412, -1.7923, 2.8170], [-1.1521, -1.7577, 2.8839], [-1.9272, -2.9445, 3.3841], [-1.7807, -0.5766, 2.5077], [-1.0307, 0.5698, 2.1882], [1.4727, 3.5207, 3.5408], [1.2366, 1.9616, 4.3396], [-0.1483, 2.8259, 3.6663], [0.7182, 2.4667, 1.3650], [3.1129, 1.1558, 2.7256], [3.0958, 2.6752, 1.8399], [2.8056, 1.1647, 0.9714], [2.0682, -0.7481, 2.4652], [0.7549, -2.7147, 3.0638], [-1.9263, -3.7612, 2.6597], [-2.9602, -2.6785, 3.6010], [-1.4726, -3.3260, 4.2980], [-2.8622, -0.5014, 2.5374], [-1.5397, 1.5233, 2.1022], [-2.2233, 1.6083, -2.0903], [-1.2842, 1.8399, -0.9675], [-1.8380, 2.9045, -0.1126], [0.0401, 2.1821, -1.5178], [0.2465, 3.4381, -2.0695], [1.4456, 3.7730, -2.6726], [2.4561, 2.8260, -2.7086], [2.2711, 1.5743, -2.1495], [1.0575, 1.1997, -1.5573], [0.7928, -0.0400, -0.9840], [1.1216, -1.2857, -1.5109], [2.3892, -1.6575, -1.9767], [2.6244, -2.9007, -2.5362], [1.6033, -3.8318, -2.6397], [0.3613, -3.5165, -2.1167], [0.1198, -2.2802, -1.5354], [-1.1961, -2.0132, -0.9232], [-1.5620, -3.0876, 0.0200], [-2.2402, -1.9119, -1.9658], [-2.4084, 2.5388, -2.6330], [-3.1735, 1.2280, -1.7114], [-1.7906, 0.8927, -2.7854], [-2.0997, 3.7893, -0.6957], [-1.1177, 3.2004, 0.6462], [-2.7493, 2.5442, 0.3660], [-0.5445, 4.1773, -2.0410], [1.5829, 4.7548, -3.1031], [3.4064, 3.0649, -3.1683], [3.0957, 0.8828, -2.1698], [3.2171, -0.9758, -1.8734], [3.6188, -3.1500, -2.8831], [1.7678, -4.7991, -3.0932], [-0.4340, -4.2500, -2.1700], [-1.8187, -4.0086, -0.5074], [-2.4288, -2.7777, 0.6037], [-0.7258, -3.2916, 0.6839], [-2.4117, -2.8838, -2.4349], [-1.9214, -1.2138, -2.7355], [-3.1786, -1.5692, -1.5271]], "mulliken_charge": [-0.097, -1.627, 1.010, -1.825, 1.396, -0.146, -0.672, 0.600, -1.447, -0.800, -1.702, 0.460, 0.388, 0.354, -0.387, 0.412, 0.445, 0.323, 0.463, 0.430, 0.280, 0.373, 0.449, 0.447, 0.901, -1.086, 0.469, -1.176, 0.903, -0.513, -0.983, -0.977, -1.151, 0.307, 1.276, -0.174, -1.114, -0.796, -0.994, -0.250, 0.877, 1.144, -1.234, -1.186, 0.404, 0.366, 0.304, 0.539, 0.335, 0.355, 0.372, 0.420, 0.441, 0.168, 0.472, 0.422, 0.409, 0.348, 0.409, 0.376, 0.446, 0.403, 0.313, 0.328], "e_lumo_ev": -2.73, "homo_ev": -10.0, "charge": 1, "multiplicity": 1}

---

3.
{"formula": "C26H34N6OS5SbTl", "method": "ωB97M-V with the def2-TZVPD basis set", "species": ["Tl", "C", "C", "C", "C", "C", "C", "C", "C", "S", "C", "N", "C", "C", "C", "C", "C", "C", "C", "C", "H", "H", "H", "H", "H", "H", "H", "H", "H", "H", "H", "H", "H", "H", "H", "H", "S", "Sb", "S", "S", "N", "C", "O", "C", "C", "H", "H", "H", "H", "H", "H", "C", "C", "N", "C", "C", "N", "H", "H", "H", "H", "H", "H", "C", "N", "C", "N", "S", "H", "H", "H", "H", "H", "H"], "coordinates": [[9.6679, 9.4422, 12.0224], [15.8062, 6.9682, 9.8290], [16.2067, 6.4195, 11.2090], [15.7799, 5.0050, 11.2967], [17.7710, 6.6077, 11.4569], [15.4857, 7.2693, 12.1823], [15.7441, 6.9909, 13.5684], [15.2377, 7.7277, 14.5703], [14.1922, 8.6228, 14.2263], [13.3066, 9.6408, 15.2914], [12.3669, 10.2161, 13.9417], [12.7247, 9.7659, 12.8308], [13.7761, 8.8333, 12.9237], [14.4521, 8.1637, 11.8775], [11.2221, 11.0670, 14.2732], [11.3895, 12.0707, 15.2339], [10.2810, 12.6147, 15.8299], [9.0273, 12.3260, 15.3869], [8.8619, 11.4691, 14.3473], [9.9588, 10.7431, 13.8173], [16.2580, 6.3306, 9.0693], [16.1300, 7.9956, 9.7321], [14.7628, 6.8294, 9.5472], [16.3891, 4.4060, 10.6235], [14.6505, 4.8932, 11.1660], [15.9271, 4.5147, 12.3454], [18.3404, 6.1598, 10.5790], [18.1409, 6.3365, 12.4441], [18.0345, 7.6780, 11.4893], [16.4670, 6.1758, 13.7506], [15.4733, 7.5010, 15.6154], [14.1161, 8.3861, 10.8925], [12.3733, 12.1814, 15.7035], [10.4992, 13.1939, 16.7567], [8.1580, 12.7724, 15.8442], [7.8657, 11.1892, 14.0537], [7.6311, 7.8578, 8.1548], [6.7013, 7.5092, 10.1602], [7.7189, 5.7038, 11.1442], [7.2129, 9.6652, 11.2244], [9.3599, 7.2379, 13.7367], [10.6586, 6.8902, 13.4347], [11.5531, 6.9649, 14.2764], [11.0003, 6.6970, 11.9956], [10.6986, 7.8643, 11.0184], [9.1439, 7.5899, 14.6491], [8.6106, 6.9452, 13.0881], [10.5279, 5.7282, 11.7493], [12.0387, 6.4207, 11.9417], [9.9709, 7.7157, 10.1975], [11.6609, 8.4005, 10.6804], [12.7528, 11.9264, 10.4019], [11.4716, 11.9279, 9.6419], [10.3927, 11.2309, 9.9216], [9.3979, 11.4794, 8.9521], [9.8623, 12.4139, 8.1293], [11.1829, 12.7058, 8.5526], [13.3338, 12.8005, 10.2785], [13.4924, 11.1661, 10.0955], [12.5689, 11.7298, 11.4730], [8.4231, 10.9989, 8.9927], [9.5786, 12.6878, 7.0808], [11.7561, 13.4282, 8.1460], [11.0815, 5.9445, 7.3665], [12.1209, 6.9692, 7.1283], [11.9211, 8.2822, 7.1150], [10.6613, 8.6726, 7.2087], [13.1497, 9.3391, 6.6479], [11.5310, 5.0089, 7.6798], [10.5317, 5.8195, 6.4438], [10.4603, 6.3125, 8.0500], [13.0787, 6.7004, 6.8696], [9.9763, 8.0631, 7.5983], [10.5244, 9.6464, 7.0840]], "mulliken_spin": [0.011, 0.000, 0.000, 0.000, 0.000, 0.000, 0.000, 0.000, 0.000, 0.000, -0.002, -0.002, 0.000, 0.000, 0.006, 0.001, 0.000, 0.003, 0.004, -0.004, 0.000, 0.000, 0.000, 0.000, 0.000, 0.000, 0.000, 0.000, 0.000, 0.000, 0.000, 0.000, 0.000, 0.000, 0.000, -0.001, 0.201, 0.354, 0.282, 0.106, 0.005, -0.014, 0.001, 0.024, -0.029, 0.000, -0.001, -0.012, 0.006, 0.020, 0.000, 0.000, 0.002, -0.003, -0.001, -0.001, 0.000, 0.000, 0.000, 0.000, 0.001, 0.000, 0.000, -0.003, 0.002, 0.000, 0.008, 0.001, 0.000, -0.002, 0.000, 0.000, 0.034, 0.001], "e_lumo_ev": [2.23, 1.00], "e_above_lowest_ev": 0.473, "homo_ev": [-4.5, -4.9], "charge": -1, "multiplicity": 2}

---

4.
{"formula": "C26H34N6PtSSeSi2", "method": "ωB97M-V with the def2-TZVPD basis set", "species": ["Pt", "N", "C", "S", "N", "N", "C", "C", "C", "C", "C", "C", "C", "C", "C", "C", "C", "C", "N", "H", "H", "H", "H", "H", "H", "H", "H", "H", "H", "H", "C", "Si", "C", "C", "C", "Si", "C", "C", "C", "H", "H", "H", "H", "H", "H", "H", "H", "H", "H", "H", "H", "H", "H", "H", "H", "H", "H", "H", "Se", "N", "C", "C", "C", "C", "C", "C", "N", "H", "H", "H", "H"], "coordinates": [[-0.3344, -0.7199, -0.3890], [-3.8612, 1.8536, -0.5477], [-2.6278, 1.2614, -0.4943], [-2.6387, -0.4973, -0.6799], [-1.6058, 2.0338, -0.3027], [-0.4312, 1.3548, -0.1805], [0.7516, 1.9603, -0.0832], [0.8691, 3.4346, 0.0312], [1.6221, 4.1711, -0.8770], [1.7380, 5.5489, -0.7511], [1.0919, 6.2065, 0.2845], [0.3244, 5.4804, 1.1884], [0.2105, 4.1055, 1.0611], [1.8758, 1.1022, -0.0052], [3.2111, 1.5450, 0.1903], [4.2367, 0.6538, 0.2555], [3.9773, -0.7386, 0.1448], [2.6854, -1.1356, -0.0220], [1.6497, -0.2677, -0.1013], [-4.6242, 1.3284, -0.9336], [-3.8770, 2.8535, -0.6505], [2.1145, 3.6625, -1.6982], [2.3273, 6.1072, -1.4672], [1.1805, 7.2805, 0.3844], [-0.1889, 5.9883, 1.9947], [-0.3981, 3.5412, 1.7565], [3.3941, 2.6028, 0.3107], [5.2475, 1.0079, 0.4100], [4.7672, -1.4730, 0.1972], [2.4196, -2.1829, -0.0925], [0.8877, -2.2451, 4.1391], [0.0552, -0.9322, 3.0902], [-1.4210, -0.3083, 4.0605], [1.2834, 0.4721, 3.0705], [-0.6904, -1.5672, 1.4804], [-0.7808, -3.4058, 1.0253], [-0.4024, -3.8193, -0.7833], [0.3773, -4.5744, 1.9184], [-2.5389, -3.9346, 1.3591], [1.2525, -1.7601, 5.0493], [1.7465, -2.6976, 3.6391], [0.2096, -3.0452, 4.4397], [-1.1166, 0.0359, 5.0527], [-2.1823, -1.0828, 4.1900], [-1.8913, 0.5315, 3.5397], [1.4574, 0.7211, 4.1224], [0.9140, 1.3701, 2.5738], [2.2463, 0.2020, 2.6328], [-1.7454, -1.3250, 1.6477], [0.6768, -3.8647, -0.9561], [-0.8304, -3.1498, -1.5315], [-0.8055, -4.8182, -0.9871], [1.4206, -4.2599, 1.8423], [0.2911, -5.5541, 1.4392], [0.1386, -4.6955, 2.9746], [-3.2340, -3.3640, 0.7371], [-2.7980, -3.7407, 2.4040], [-2.6913, -4.9985, 1.1615], [1.4737, 0.8157, -3.0605], [0.1324, -0.2987, -2.6831], [-0.6689, -0.3071, -3.7434], [-1.8438, -1.1139, -3.8889], [-2.5384, -1.0431, -5.0466], [-2.1348, -0.1860, -6.1289], [-1.0205, 0.5719, -6.0467], [-0.2399, 0.5168, -4.8456], [0.9012, 1.1652, -4.6778], [-2.1513, -1.7643, -3.0853], [-3.4226, -1.6552, -5.1683], [-2.7325, -0.1643, -7.0308], [-0.6901, 1.2041, -6.8590]], "mulliken_spin": [0.639, 0.043, 0.070, 0.011, -0.019, 0.453, 0.005, 0.011, 0.029, -0.003, 0.007, -0.004, 0.004, 0.160, 0.052, 0.057, 0.116, -0.039, 0.156, 0.000, -0.003, 0.004, -0.001, 0.000, 0.000, 0.003, 0.014, 0.005, 0.011, 0.013, 0.000, 0.000, 0.001, 0.015, 0.102, -0.023, 0.091, 0.009, 0.010, 0.001, -0.001, 0.001, 0.000, 0.000, 0.000, -0.001, -0.001, -0.005, -0.001, 0.002, -0.044, 0.006, 0.000, 0.000, -0.001, 0.000, -0.001, 0.001, -0.013, 0.013, 0.006, 0.000, 0.007, -0.001, 0.002, 0.006, 0.022, 0.002, 0.001, 0.000, 0.000], "e_lumo_ev": [-0.98, -1.07], "e_above_lowest_ev": 0.000, "homo_ev": [-5.7, -7.6], "charge": 0, "multiplicity": 3}

---

Values of maximum force, in order: 1.9; 0.7; 4.3; 0.4, all in eV/Å.